No. 1
# FeH16O8

FeH16O8 as an isolated structure in a non-equilibrium geometry (wB97M-V/def2-TZVPD, the Open Molecules 2025 dataset).

The spin multiplicity is 6. Its lowest unoccupied orbital energy (alpha / beta) is -10.766 / -15.281 eV. For the HOMO-LUMO gap (alpha / beta), the calculation gives 12.4 / 7.9 eV. The net charge is +3.

CARTESIAN COORDINATES (ANGSTROEM)
Fe  -0.243  -0.105  0.054
O  1.805  1.402  1.475
H  1.957  1.960  2.252
H  2.539  1.607  0.862
O  -2.312  -0.134  -0.327
H  -2.825  0.126  -1.083
H  -2.874  -0.736  0.167
O  -0.955  1.292  1.470
H  -0.503  1.579  2.262
H  -1.559  1.988  1.256
O  -0.572  -0.378  -2.386
H  0.113  -0.864  -2.916
H  -1.325  -0.242  -2.972
O  0.322  1.653  -0.884
H  0.292  2.561  -0.506
H  0.563  1.734  -1.814
O  1.635  -0.734  -0.578
H  2.568  -0.645  -0.177
H  1.876  -1.295  -1.367
O  0.503  -1.023  1.791
H  0.824  -0.485  2.518
H  1.068  -1.788  1.904
O  -0.801  -2.210  -0.161
H  -0.702  -2.410  -1.116
H  -1.396  -2.853  0.276


No. 2
# H3N2O4P

A 2-piece molecular cluster, H3N2O4P overall in a non-equilibrium geometry (wB97M-V/def2-TZVPD, the Open Molecules 2025 dataset).

Its lowest unoccupied orbital energy (alpha / beta) is 7.534 / 7.535 eV. For the HOMO-LUMO gap (alpha / beta), the calculation gives 7.2 / 7.2 eV. The net charge is -2.

CARTESIAN COORDINATES (ANGSTROEM)
N  0.165  0.935  0.900
N  1.053  -0.866  -0.512
O  -1.555  -0.627  -0.638
O  -0.359  -0.264  -2.801
O  -0.363  -2.554  -1.899
O  0.913  -0.491  0.663
P  -0.491  -1.120  -1.592
H  -0.847  0.751  0.501
H  0.646  1.409  0.139
H  2.426  -0.175  -1.247


Computed energy relative to the best compared isomer or geometry (same formula, charge and spin), in the same sequence as the records: 13.54; 65.72 kcal/mol.